1.
Molecular formula: C12H21ClFN2O9S2
Method: DFT, the ωB97M-V functional and the def2-TZVPD basis

calculated total energy: -2612.36832 hartree
net charge: +1
highest occupied orbital energy: -0.4821 Eh
2S+1: 1
LUMO level: -4.75 eV
frontier orbital gap: 8.4 eV

Positions of all 48 atoms, in Å:
H  -0.40804  -1.85124  1.43910
H  -0.88712  -2.10499  -4.69931
H  2.63003  0.83352  -2.68648
C  -0.76331  -1.02586  0.66237
H  -2.73131  0.56715  -0.37793
S  -0.73851  0.71790  7.09603
H  3.61521  -0.08817  0.71876
H  0.02330  3.44358  7.99238
N  1.13632  0.44933  -0.85158
H  3.90046  0.82541  2.35891
C  -0.82278  -1.57436  -5.65514
S  -3.05806  -2.03447  -6.65307
O  -1.24935  2.25482  6.90945
C  0.30203  -0.77844  -0.56033
N  0.41840  -1.92959  -1.53597
O  -3.57413  -1.42178  -7.85502
H  -2.13174  -0.44520  -1.88456
H  2.01417  2.72921  6.76383
O  -1.02607  0.29853  8.44801
O  0.86154  1.01091  6.97599
O  -1.14738  -0.03763  5.93279
H  -0.01899  1.97954  0.32399
C  -0.61801  -2.54906  -6.81175
H  -0.28544  -2.02572  -7.71401
H  -0.90011  -0.01241  1.25645
C  -0.12899  3.13694  6.95251
H  4.02625  1.83110  0.76426
C  1.89277  0.12170  -2.11996
O  -3.90554  -2.64910  -5.65550
H  -0.31585  4.02096  6.33699
H  1.36290  0.28039  1.93595
O  -2.02962  -1.50560  0.08130
C  1.82931  1.24544  1.45840
H  0.09761  -3.33792  -6.56505
H  1.67741  2.58029  -0.44145
O  -2.08566  -0.96087  -5.90325
H  1.03878  2.24311  5.34957
C  1.08873  1.68142  0.02504
C  3.43857  0.95071  1.27068
H  -3.75371  -0.87805  -1.02614
Cl  1.62865  2.59725  2.75141
C  -2.63684  -0.51207  -0.82080
O  -1.90461  -3.10792  -7.07160
H  -0.10401  -2.83402  -1.45680
H  -0.03268  -0.82173  -5.59984
C  1.05410  2.31878  6.44199
F  1.81049  -2.21887  -3.74631
C  1.41081  -1.41293  -2.55429

2.
Molecular formula: C12H21F9GaIO2P2
Method: DFT, the ωB97M-V functional and the def2-TZVPD basis

calculated total energy: -4423.81407 hartree
net charge: +2
highest occupied orbital energy: -0.6179 Eh
2S+1: 1
LUMO level: -7.46 eV
frontier orbital gap: 9.4 eV

Positions of all 48 atoms, in Å:
H  1.50714  -3.75589  -2.14826
F  -1.11674  2.30420  2.56475
H  0.95582  2.07512  -3.36123
C  -2.45703  -0.05650  0.23868
C  -0.09730  0.12171  2.78129
F  -1.52842  -1.72043  2.21411
P  0.25664  2.18363  -1.03314
H  1.52213  3.95630  -0.02286
O  0.31455  0.13889  1.46284
C  1.07105  3.02523  0.35379
F  -0.95738  1.47572  4.58320
H  2.07859  -2.40838  0.81276
H  1.85573  2.37418  0.75864
H  2.33767  2.04137  -2.21195
H  2.35662  -2.19618  -1.90811
C  -1.42253  -0.63106  3.03372
H  -1.87633  2.68115  -2.06728
C  1.38426  -2.66254  -2.12555
C  -1.28781  3.12052  -1.25181
F  -1.54735  -1.07691  4.30653
H  -1.85018  3.07441  -0.30854
H  -1.79516  -3.10244  0.12701
H  0.79329  -0.00311  -3.80956
H  -0.08859  -0.99041  -5.02619
C  1.12690  -2.93815  0.66667
C  -1.24774  -3.26623  -0.81281
F  1.01142  -1.91227  3.44980
F  1.10124  -0.27527  4.89048
O  -3.59769  -0.13178  0.32238
C  -0.32577  1.54468  3.37888
F  -2.48120  0.17681  2.75752
C  1.07575  -0.54831  3.56387
H  -1.03076  4.16517  -1.47488
H  -1.86293  -2.97626  -1.67151
F  2.25928  -0.16851  3.03062
H  0.33657  3.24065  1.14085
H  0.50569  -2.82093  1.56228
H  -0.22782  0.79175  -5.09112
I  -1.87405  -0.17363  -3.14667
H  1.30755  -4.00899  0.47075
C  -0.10243  -0.07240  -4.42516
F  0.83082  2.22551  3.53416
H  -0.93538  -4.31732  -0.87435
P  0.26052  -2.24254  -0.77301
C  1.36085  2.49361  -2.43505
Ga  -0.37579  -0.03287  -0.40553
H  0.99048  -2.30155  -3.08007
H  1.48582  3.58023  -2.54096

3.
Molecular formula: C12H21N3O4PdS
Method: DFT, the ωB97M-V functional and the def2-TZVPD basis

calculated total energy: -1461.12699 hartree
net charge: -2
highest occupied orbital energy (alpha / beta): -0.0300 / -0.0417 Eh
2S+1: 3
LUMO level (alpha / beta): 5.16 / 5.16 eV
frontier orbital gap (alpha / beta): 6.0 / 6.3 eV
relative energy (zero: lowest compared OMol25 entry of this formula, charge and spin): 12.9 kcal per mole

Positions of all 42 atoms, in Å:
C  -0.78477  -4.51864  0.54787
H  -0.74548  -3.09777  -2.59698
N  -1.87366  -2.48829  -0.08612
C  2.33519  0.93292  3.47022
C  -1.04166  -0.35097  4.70714
O  2.79716  -0.28520  -2.60968
C  -0.93248  -0.08941  6.06181
N  -2.15235  -1.54431  -1.13489
C  -1.39538  -3.76790  -0.63215
H  -2.03104  -1.97146  3.69112
Pd  0.66884  -0.38053  0.80068
O  2.46835  0.83173  -0.43472
H  3.16188  1.35449  4.04939
C  1.19429  0.57974  4.37492
N  -0.08547  -0.28670  2.51423
H  0.09690  -3.99093  0.91783
S  2.01299  -0.21854  -1.38834
H  -3.06961  -3.93361  -1.97116
H  -1.13894  -2.09172  0.50963
O  2.04804  -1.52531  -0.60786
C  -2.26445  -0.99597  4.12608
C  1.25447  0.82393  5.73946
H  0.01760  -4.59412  -2.03982
C  -0.33180  -3.60416  -1.72473
H  -2.66538  -0.40593  3.29889
C  0.21068  0.50048  6.60167
H  -1.76689  -0.35301  6.70763
O  0.54795  0.01586  -1.63176
H  -1.28382  -1.06961  -1.40221
H  -2.74810  -0.83737  -0.72248
H  2.15913  1.28275  6.13230
H  -2.29287  -5.48655  -1.60998
C  0.02913  -0.02132  3.82762
H  -3.03754  -1.12150  4.88899
H  0.52446  -3.02950  -1.36380
H  -3.33283  -4.70082  -0.39520
H  2.69583  0.06043  2.91699
H  2.04793  1.64626  2.69312
H  0.28876  0.70003  7.66380
H  -1.50535  -4.60568  1.36541
C  -2.59827  -4.52573  -1.18532
H  -0.48134  -5.52247  0.23862

4.
Molecular formula: C12H21N4O2
Method: DFT, the ωB97M-V functional and the def2-TZVPD basis

calculated total energy: -838.92849 hartree
SMILES: CNCc1cn[nH+]c(COC(C)=O)c1CCCN
net charge: +1
highest occupied orbital energy: -0.4507 Eh
2S+1: 1
LUMO level: -5.04 eV
frontier orbital gap: 7.2 eV
relative energy (zero: lowest compared OMol25 entry of this formula, charge and spin): 39.2 kcal per mole

Positions of all 39 atoms, in Å:
C  3.04901  -2.80154  0.60265
C  0.66341  0.13781  -0.30938
H  0.11825  2.30335  1.44989
H  -0.50767  0.32018  1.59722
H  0.87353  -0.86682  1.74176
C  -1.93745  -1.54884  -0.50261
C  1.62783  -2.25252  -1.36302
N  1.73832  1.50019  -2.90380
H  -2.53211  3.93725  3.14464
H  -3.95229  -2.04562  -0.80502
O  -2.11259  4.99968  0.66558
O  -1.37247  2.91970  -0.02825
H  0.83679  -2.84285  -0.79831
H  1.57417  -2.62119  -2.45964
H  -1.77119  -2.41654  -1.23129
H  1.08347  3.14587  -2.01600
C  0.64738  1.61487  -0.68819
H  -3.31359  2.48495  2.22894
H  -1.56086  2.42609  2.78333
H  -3.72834  -0.70022  0.19646
N  -3.37918  -1.65093  -0.03582
N  1.16004  2.11382  -1.88378
H  2.37233  -0.46814  -3.44727
C  -0.99075  -1.69633  0.78295
H  -1.86127  -0.55037  -1.05100
H  3.71280  -1.99014  -1.23585
C  0.05723  -0.50038  1.00934
C  -1.95201  3.79893  0.96335
H  -1.69085  -1.69195  1.70320
H  -0.46501  -2.72523  0.82851
C  -0.00489  2.64914  0.36135
H  0.56125  3.65886  0.30004
C  -2.36867  3.13360  2.35443
H  3.17913  -3.90627  0.91745
N  2.99354  -2.63391  -0.88308
H  2.06721  -2.45204  1.06827
H  3.96978  -2.24861  0.98536
C  1.37449  -0.67241  -1.42095
C  1.84121  0.13854  -2.62148

Which value of calculated total energy does entry 4 give? -838.92849 hartree

Which of these has the highest 2S+1? C12H21N3O4PdS

What is the formula in the second record? C12H21F9GaIO2P2

Copy entry 4 word for word.
Molecular formula: C12H21N4O2
Method: DFT, the ωB97M-V functional and the def2-TZVPD basis

calculated total energy: -838.92849 hartree
SMILES: CNCc1cn[nH+]c(COC(C)=O)c1CCCN
net charge: +1
highest occupied orbital energy: -0.4507 Eh
2S+1: 1
LUMO level: -5.04 eV
frontier orbital gap: 7.2 eV
relative energy (zero: lowest compared OMol25 entry of this formula, charge and spin): 39.2 kcal per mole

Positions of all 39 atoms, in Å:
C  3.04901  -2.80154  0.60265
C  0.66341  0.13781  -0.30938
H  0.11825  2.30335  1.44989
H  -0.50767  0.32018  1.59722
H  0.87353  -0.86682  1.74176
C  -1.93745  -1.54884  -0.50261
C  1.62783  -2.25252  -1.36302
N  1.73832  1.50019  -2.90380
H  -2.53211  3.93725  3.14464
H  -3.95229  -2.04562  -0.80502
O  -2.11259  4.99968  0.66558
O  -1.37247  2.91970  -0.02825
H  0.83679  -2.84285  -0.79831
H  1.57417  -2.62119  -2.45964
H  -1.77119  -2.41654  -1.23129
H  1.08347  3.14587  -2.01600
C  0.64738  1.61487  -0.68819
H  -3.31359  2.48495  2.22894
H  -1.56086  2.42609  2.78333
H  -3.72834  -0.70022  0.19646
N  -3.37918  -1.65093  -0.03582
N  1.16004  2.11382  -1.88378
H  2.37233  -0.46814  -3.44727
C  -0.99075  -1.69633  0.78295
H  -1.86127  -0.55037  -1.05100
H  3.71280  -1.99014  -1.23585
C  0.05723  -0.50038  1.00934
C  -1.95201  3.79893  0.96335
H  -1.69085  -1.69195  1.70320
H  -0.46501  -2.72523  0.82851
C  -0.00489  2.64914  0.36135
H  0.56125  3.65886  0.30004
C  -2.36867  3.13360  2.35443
H  3.17913  -3.90627  0.91745
N  2.99354  -2.63391  -0.88308
H  2.06721  -2.45204  1.06827
H  3.96978  -2.24861  0.98536
C  1.37449  -0.67241  -1.42095
C  1.84121  0.13854  -2.62148